[1]
Molecular formula: C5H6N2O
Method: DFT, ωB97M-V with the def2-TZVPD basis set

Atoms and positions in Å:
C1 1.201 0.136 1.814
C2 0.916 0.843 0.552
C3 0.032 0.450 -0.392
C4 -0.028 1.072 -1.695
N1 -0.055 1.585 -2.729
C5 -0.966 -0.761 -0.252
N2 -1.614 -1.014 -1.403
O1 -1.266 -1.352 0.739
H1 2.144 -0.337 1.861
H2 0.511 -0.517 2.139
H3 1.140 0.853 2.675
H4 1.575 1.615 0.419
H5 -1.243 -0.932 -2.379
H6 -2.348 -1.641 -1.351

Energy above the lowest of the compared OMol25 structures with the same formula, charge and spin, kJ/mol: 60.55
SMILES string: C/C=C(/C#N)C(N)=O
Multiplicity: 1
Electronic energy, eV: -10308.9759


[2]
Molecular formula: C28H34CoN7SbSe4
Method: DFT, ωB97M-V with the def2-TZVPD basis set

Atoms and positions in Å:
Co1 -18.629 1.648 -6.132
C1 -15.431 7.742 -4.748
C2 -15.171 6.999 -6.025
C3 -14.099 7.302 -6.901
C4 -14.045 6.799 -8.191
C5 -15.076 5.954 -8.622
C6 -16.092 5.567 -7.748
C7 -16.085 6.012 -6.419
N1 -16.926 5.394 -5.439
C8 -17.737 4.295 -5.691
N2 -19.135 4.481 -5.761
C9 -19.611 4.153 -7.075
C10 -19.320 2.858 -7.551
C11 -19.280 2.726 -8.917
C12 -19.839 3.720 -9.740
C13 -20.345 4.872 -9.205
C14 -20.348 5.074 -7.818
C15 -21.086 6.138 -7.073
N3 -17.290 3.078 -5.816
C16 -15.932 2.740 -5.552
C17 -15.178 3.398 -4.541
C18 -13.810 3.282 -4.540
C19 -13.154 2.497 -5.483
C20 -13.922 1.816 -6.462
C21 -15.304 1.814 -6.410
C22 -16.116 0.806 -7.176
H1 -14.670 8.540 -4.690
H2 -15.351 7.072 -3.880
H3 -16.384 8.245 -4.718
H4 -13.394 8.034 -6.502
H5 -13.241 7.110 -8.855
H6 -15.121 5.626 -9.661
H7 -16.932 4.970 -8.141
H8 -17.275 6.077 -4.763
H9 -19.428 5.389 -5.378
H10 -18.848 1.847 -9.403
H11 -19.923 3.529 -10.812
H12 -20.830 5.616 -9.868
H13 -21.637 6.736 -7.797
H14 -20.447 6.830 -6.525
H15 -21.809 5.682 -6.372
H16 -15.705 4.039 -3.825
H17 -13.259 3.837 -3.770
H18 -12.065 2.364 -5.460
H19 -13.436 1.233 -7.261
H20 -15.578 -0.136 -7.299
H21 -16.312 1.154 -8.184
H22 -17.115 0.650 -6.686
Se1 -20.023 -1.085 -0.731
Sb1 -17.729 -1.299 -1.842
Se2 -18.132 0.746 -3.509
Se3 -17.042 2.084 -2.102
Se4 -18.571 -2.927 -3.677
C23 -21.615 0.830 -7.115
N4 -22.830 0.067 -6.970
C24 -22.478 -1.323 -7.203
N5 -21.511 -1.822 -6.220
C25 -20.290 -1.028 -6.290
N6 -20.563 0.427 -6.089
C26 -21.224 0.610 -4.770
N7 -22.404 -0.199 -4.594
C27 -23.367 0.209 -5.635
C28 -22.094 -1.617 -4.864
H23 -21.845 1.893 -7.009
H24 -21.196 0.633 -8.110
H25 -22.068 -1.482 -8.227
H26 -23.377 -1.937 -7.118
H27 -19.793 -1.136 -7.242
H28 -19.620 -1.404 -5.498
H29 -21.468 1.684 -4.684
H30 -20.515 0.354 -3.965
H31 -23.668 1.227 -5.406
H32 -24.245 -0.447 -5.563
H33 -23.029 -2.199 -4.793
H34 -21.320 -1.954 -4.138

⟨S²⟩: 3.792
Multiplicity: 4
Charge: -2
Electronic energy, eV: -345567.6117


[3]
Molecular formula: C48H44AuClN4OP2S
Method: DFT, ωB97M-V with the def2-TZVPD basis set

Atoms and positions in Å:
Au1 0.567 -0.247 -0.443
O1 2.714 1.463 1.528
C1 3.190 0.538 2.434
C2 3.522 0.808 3.748
C3 4.050 -0.221 4.516
C4 4.257 -1.484 3.979
C5 3.908 -1.742 2.664
C6 3.344 -0.734 1.883
P1 2.914 -0.861 0.143
C7 2.961 -2.600 -0.306
C8 3.360 -2.982 -1.586
C9 3.276 -4.311 -1.969
C10 2.795 -5.264 -1.080
C11 2.375 -4.884 0.189
C12 2.441 -3.554 0.570
C13 4.235 0.006 -0.720
C14 5.466 -0.640 -0.866
C15 6.532 0.036 -1.432
C16 6.380 1.355 -1.842
C17 5.164 2.002 -1.683
C18 4.092 1.328 -1.120
C19 2.074 2.614 1.943
C20 2.798 3.711 2.369
C21 2.109 4.860 2.732
C22 0.725 4.902 2.656
C23 0.013 3.800 2.208
C24 0.683 2.631 1.839
P2 -0.204 1.156 1.296
C25 -1.863 1.776 0.951
C26 -2.043 2.637 -0.131
C27 -3.284 3.197 -0.373
C28 -4.358 2.885 0.453
C29 -4.188 2.017 1.520
C30 -2.937 1.463 1.776
C31 -0.336 0.051 2.719
C32 0.091 0.420 3.990
C33 -0.014 -0.479 5.044
C34 -0.549 -1.739 4.833
C35 -0.991 -2.108 3.566
C36 -0.879 -1.219 2.511
H1 3.387 1.796 4.163
H2 4.320 -0.024 5.544
H3 4.698 -2.265 4.581
H4 4.097 -2.722 2.249
H5 3.741 -2.245 -2.283
H6 3.598 -4.603 -2.959
H7 2.754 -6.305 -1.375
H8 2.002 -5.626 0.883
H9 2.083 -3.263 1.550
H10 5.596 -1.664 -0.539
H11 7.483 -0.464 -1.550
H12 7.216 1.881 -2.283
H13 5.050 3.030 -2.000
H14 3.147 1.835 -0.982
H15 3.877 3.662 2.408
H16 2.658 5.728 3.071
H17 0.195 5.799 2.941
H18 -1.066 3.853 2.147
H19 -1.213 2.886 -0.781
H20 -3.415 3.877 -1.204
H21 -5.331 3.320 0.264
H22 -5.022 1.781 2.168
H23 -2.808 0.800 2.620
H24 0.497 1.407 4.170
H25 0.320 -0.188 6.031
H26 -0.633 -2.435 5.656
H27 -1.428 -3.084 3.407
H28 -1.239 -1.500 1.526
Cl1 1.809 1.104 -3.624
C37 0.673 1.516 -2.434
H29 -0.359 1.257 -2.639
H30 0.897 2.418 -1.884
C38 -0.913 -5.284 -2.293
N1 -0.391 -3.928 -2.383
C39 -0.094 -3.241 -3.534
C40 0.318 -2.008 -3.149
N2 0.282 -1.936 -1.776
C41 -0.156 -3.108 -1.355
H31 -0.463 -5.892 -3.074
H32 -1.995 -5.278 -2.407
H33 -0.646 -5.699 -1.324
H34 -0.203 -3.685 -4.506
H35 0.630 -1.186 -3.761
H36 -0.305 -3.394 -0.330
N3 -3.655 0.729 -3.747
C42 -3.709 0.284 -2.485
S1 -2.393 -0.511 -1.776
N4 -4.839 0.474 -1.790
C43 -6.034 1.102 -2.260
C44 -7.208 0.362 -2.315
C45 -8.379 0.969 -2.743
C46 -8.375 2.303 -3.126
C47 -7.201 3.039 -3.067
C48 -6.028 2.444 -2.622
H37 -2.850 0.483 -4.294
H38 -4.465 1.116 -4.205
H39 -4.816 0.115 -0.847
H40 -7.198 -0.682 -2.031
H41 -9.293 0.395 -2.787
H42 -9.289 2.771 -3.464
H43 -7.198 4.081 -3.353
H44 -5.112 3.018 -2.548

⟨S²⟩: 2.012
Energy above the lowest of the compared OMol25 structures with the same formula, charge and spin, kJ/mol: 0.00
Multiplicity: 3
Charge: +2
Electronic energy, eV: -104113.4206